{"formula": "C39H33BMoN12O3PS", "method": "the ωB97M-V functional and the def2-TZVPD basis", "s_squared": 0.77, "relative_energy_kcal_mol": 23.4, "total_charge": 2, "e_tot_ha": -3220.8988, "gap_ev": [2.38, 2.72], "multiplicity": 2, "symbols": ["Mo", "C", "C", "N", "N", "C", "B", "N", "C", "C", "C", "N", "N", "C", "C", "C", "N", "N", "C", "C", "C", "N", "H", "H", "H", "H", "H", "H", "H", "H", "H", "H", "H", "H", "O", "S", "O", "O", "C", "N", "C", "C", "C", "N", "C", "C", "C", "N", "C", "C", "H", "H", "H", "H", "H", "H", "N", "P", "C", "C", "C", "C", "C", "C", "C", "C", "C", "C", "C", "C", "C", "C", "C", "C", "C", "C", "H", "H", "H", "H", "H", "H", "H", "H", "H", "H", "H", "H", "H", "H", "H"], "coordinates": [[-0.454663, -0.901358, 0.838733], [-2.954965, -4.441498, 1.179062], [-1.844776, -3.806430, 0.659792], [-1.797323, -2.539151, 1.110292], [-2.882205, -2.342775, 1.916060], [-3.582266, -3.481111, 1.961197], [-3.127091, -0.988992, 2.696229], [-3.084604, 0.213868, 1.657342], [-3.909660, 1.245140, 1.497588], [-3.478705, 2.026440, 0.424089], [-2.359161, 1.388318, -0.054396], [-2.122982, 0.282651, 0.694601], [-1.894441, -0.803714, 3.599420], [-1.690347, -0.749906, 4.920617], [-0.324336, -0.684967, 5.158445], [0.258104, -0.713558, 3.908188], [-0.696225, -0.781941, 2.958056], [-4.449446, -1.014838, 3.363389], [-5.665785, -1.138019, 2.746762], [-6.625579, -1.119843, 3.716550], [-5.901798, -0.978442, 4.922120], [-4.604595, -0.915871, 4.712489], [-3.273234, -5.455304, 1.011758], [-1.082023, -4.180668, -0.004823], [-4.484415, -3.539819, 2.548966], [-4.763843, 1.360718, 2.146675], [-3.940119, 2.920932, 0.043705], [-1.712634, 1.640261, -0.881119], [-2.536939, -0.765792, 5.586476], [0.167888, -0.629839, 6.113259], [1.300045, -0.682069, 3.630926], [-5.750687, -1.234335, 1.674914], [-7.690860, -1.197816, 3.586997], [-6.281820, -0.922052, 5.929703], [3.340712, 0.317816, -6.102736], [2.596915, 0.633559, -7.315965], [3.098838, 0.039514, -8.521224], [2.138457, 2.006190, -7.386518], [0.971404, -0.203206, -7.039954], [0.133282, -0.384584, -8.064051], [-1.028182, -0.951768, -7.782840], [-1.397394, -1.330143, -6.487831], [-0.450726, -1.093297, -5.515687], [0.728763, -0.539439, -5.786800], [-0.591039, -1.331159, -4.062699], [0.598237, -1.401311, -3.335679], [0.558314, -1.389559, -1.974185], [-0.606650, -1.302017, -1.281097], [-1.765057, -1.363759, -1.977512], [-1.792547, -1.386817, -3.353386], [-1.706534, -1.104816, -8.614894], [-2.363342, -1.772920, -6.286986], [1.545875, -1.389901, -3.855760], [1.469977, -1.424455, -1.398625], [-2.678659, -1.326559, -1.399781], [-2.749320, -1.367082, -3.857240], [1.228875, -0.466434, 0.837428], [2.354427, 0.825730, 0.739608], [1.443880, 2.350976, 0.905664], [0.553842, 2.479502, 1.979696], [-0.144987, 3.658955, 2.158892], [0.044115, 4.718308, 1.275399], [0.946634, 4.605471, 0.228781], [1.654186, 3.424922, 0.041817], [3.463634, 0.629435, 2.105745], [3.762145, -0.635753, 2.617370], [4.681747, -0.754603, 3.645900], [5.299766, 0.382218, 4.153950], [5.009451, 1.638638, 3.637381], [4.086732, 1.771703, 2.612996], [3.164460, 0.727997, -0.815004], [4.455094, 0.190719, -0.894826], [5.056845, 0.059560, -2.137276], [4.381555, 0.447500, -3.290054], [3.095066, 0.981003, -3.216682], [2.489347, 1.122044, -1.985002], [0.432903, 1.680062, 2.701459], [-0.820058, 3.763962, 2.997992], [-0.498034, 5.643681, 1.419219], [1.112915, 5.438038, -0.441202], [2.380638, 3.360639, -0.757552], [3.304876, -1.523650, 2.196595], [4.924881, -1.729794, 4.045095], [6.018339, 0.288125, 4.957261], [5.500951, 2.516283, 4.034120], [3.858558, 2.753790, 2.217073], [4.984751, -0.115611, -0.001531], [6.055805, -0.348907, -2.206692], [4.836995, 0.336133, -4.266980], [2.587463, 1.253312, -4.135105], [1.482388, 1.523519, -1.934128]], "forces_ev_per_angstrom": [[-0.36, 0.18, 0.10], [-0.01, 0.00, -0.03], [-0.08, -0.02, 0.07], [0.60, -0.16, -0.29], [0.18, 0.19, -0.05], [-0.02, 0.02, 0.07], [-0.08, -0.08, 0.04], [0.10, -0.19, -0.13], [-0.04, -0.02, 0.11], [0.02, 0.00, -0.03], [-0.10, 0.01, 0.03], [0.59, 0.26, -0.02], [-0.03, -0.02, 0.04], [-0.07, -0.01, 0.04], [0.01, -0.01, -0.03], [0.03, 0.01, 0.00], [0.13, 0.09, -0.24], [0.02, 0.05, -0.06], [-0.03, -0.01, 0.05], [0.02, 0.00, -0.01], [-0.02, 0.00, 0.09], [-0.01, 0.00, -0.09], [0.00, 0.00, 0.00], [0.00, 0.00, -0.01], [-0.01, -0.01, -0.02], [-0.01, 0.00, -0.03], [0.00, 0.00, 0.01], [0.00, 0.00, 0.00], [0.00, 0.01, 0.00], [-0.01, 0.00, 0.00], [-0.01, -0.01, 0.02], [0.00, 0.00, 0.01], [0.00, 0.00, 0.01], [-0.01, 0.00, -0.01], [0.10, -0.06, 0.21], [-0.79, -0.02, -0.23], [0.11, 0.00, 0.03], [0.16, 0.04, 0.10], [0.87, 0.21, -0.09], [-0.17, -0.15, 0.10], [0.04, 0.11, -0.04], [-0.11, -0.01, -0.01], [-0.06, 0.11, 0.11], [-0.18, -0.07, -0.02], [-0.01, -0.06, -0.20], [0.08, -0.09, 0.13], [-0.01, -0.10, -0.06], [0.10, -0.09, 0.48], [0.07, 0.21, -0.11], [-0.09, 0.04, 0.13], [0.00, -0.01, 0.00], [0.02, -0.05, -0.01], [-0.02, -0.03, -0.05], [0.01, 0.02, 0.00], [-0.01, -0.05, 0.00], [0.02, -0.04, -0.03], [-0.95, -0.11, 0.38], [0.41, 0.34, -0.42], [-0.20, -0.06, 0.09], [-0.01, 0.03, 0.00], [-0.02, 0.01, -0.02], [0.01, 0.01, 0.00], [-0.01, -0.01, 0.03], [0.11, 0.04, -0.04], [-0.11, -0.23, 0.15], [0.10, -0.03, -0.08], [0.00, 0.03, 0.00], [0.01, 0.00, 0.01], [0.01, -0.01, -0.01], [-0.05, 0.00, 0.04], [-0.07, -0.09, -0.10], [0.02, -0.05, -0.03], [-0.06, 0.03, 0.02], [0.12, -0.02, -0.03], [-0.06, 0.06, 0.03], [-0.07, -0.07, -0.03], [-0.01, -0.04, -0.01], [0.00, 0.01, 0.00], [0.00, 0.00, 0.01], [0.00, 0.00, 0.00], [-0.05, -0.02, 0.00], [-0.03, 0.00, 0.02], [0.00, 0.00, 0.00], [0.00, -0.01, -0.01], [0.00, 0.00, 0.00], [-0.02, -0.01, 0.00], [0.00, 0.02, 0.01], [0.00, 0.01, 0.00], [-0.09, 0.01, -0.04], [0.08, -0.03, -0.08], [0.02, 0.00, 0.02]], "mulliken_charge": [0.7933, -1.2578, -0.4010, -0.0458, 0.4496, 0.0218, 0.5171, 0.2173, -0.1190, -1.3328, -0.7586, 1.3790, 0.0150, 0.0741, -1.4528, -0.3608, 0.4054, 0.4733, -0.3635, -1.0282, -0.2889, -1.0868, 0.4711, 0.5693, 0.5138, 0.5817, 0.5160, 0.4943, 0.6021, 0.4895, 0.4327, 0.5361, 0.5024, 0.4625, -0.5865, 1.1684, -0.6646, -0.6893, -0.0018, -0.4378, -0.3825, -0.7160, 0.0867, -0.1879, 1.2372, -0.5575, -1.0375, 0.4375, -0.4572, -1.2622, 0.4249, 0.4067, 0.7214, 1.0876, 0.4994, 0.4176, -0.7542, 3.0825, 0.1653, -0.3799, -0.6734, -0.6977, -0.7799, -0.6008, 0.2515, -0.5323, -0.7422, -0.5819, -0.7643, -0.5878, 0.4333, -0.6785, -0.8848, -0.6694, -1.2274, -0.2354, 0.4227, 0.5384, 0.4655, 0.5053, 0.5731, 0.4857, 0.4766, 0.4449, 0.4679, 0.4833, 0.4215, 0.4600, 0.5615, 0.5087, 0.5144]}

***

{"formula": "C16H46AgBN2O7", "method": "the ωB97M-V functional and the def2-TZVPD basis", "s_squared": 0.76, "total_charge": -1, "e_tot_ha": -1444.8310, "gap_ev": [5.19, 5.15], "multiplicity": 2, "symbols": ["Ag", "C", "C", "O", "H", "H", "H", "H", "H", "C", "C", "O", "H", "H", "H", "H", "H", "B", "H", "H", "H", "H", "C", "O", "C", "C", "N", "C", "C", "O", "C", "H", "H", "H", "H", "H", "H", "H", "H", "H", "H", "H", "H", "H", "H", "H", "C", "C", "O", "O", "H", "H", "H", "H", "H", "H", "C", "C", "C", "O", "C", "N", "H", "H", "H", "H", "H", "H", "H", "H", "H", "H", "H"], "coordinates": [[-0.726849, 1.572279, -0.216001], [-2.476799, 2.584439, -4.000061], [-2.491819, 2.959149, -2.504061], [-1.247949, 3.030679, -1.910361], [-3.414649, 2.757289, -4.527951], [-2.392969, 1.506229, -4.136181], [-1.692199, 3.093939, -4.559451], [-3.166259, 2.327909, -1.925491], [-3.054389, 3.889019, -2.420591], [3.182571, 3.093379, 1.161509], [2.808361, 2.793729, -0.349061], [1.465801, 2.441719, -0.474431], [4.105841, 3.672419, 1.141949], [3.255691, 2.140829, 1.686299], [2.509281, 3.699239, 1.767899], [3.545311, 2.096529, -0.747691], [2.953811, 3.713479, -0.915651], [-1.439589, 3.018159, 1.540729], [-1.075809, 2.049449, 1.846499], [-0.589109, 3.567829, 1.168179], [-1.974619, 2.761599, 0.639529], [-1.984129, 3.490939, 2.343349], [3.993711, -0.854571, -0.315181], [2.627311, -0.797881, -0.574311], [2.370821, -0.870881, -1.946661], [0.993101, -0.359191, -2.401411], [-0.105089, -0.483471, -1.501851], [-1.202259, -1.011611, -2.269221], [-1.035189, -2.535121, -2.413521], [-0.603569, -3.286381, -1.266241], [-0.849889, -4.680471, -1.282731], [4.249021, -0.945261, 0.740609], [4.536451, 0.071759, -0.503471], [4.512511, -1.700401, -0.766301], [2.380061, -1.933021, -2.191371], [3.114721, -0.365451, -2.562491], [0.849611, -0.659191, -3.439451], [1.048761, 0.729379, -2.402231], [0.288061, -1.176391, -0.881051], [-1.412399, -0.665931, -3.281371], [-2.147569, -0.737461, -1.800901], [-0.320509, -2.777971, -3.199891], [-1.924169, -3.031161, -2.803071], [-0.949159, -5.079411, -2.292241], [-1.673849, -5.076041, -0.688841], [0.010211, -5.050671, -0.724811], [-3.087789, -0.817271, 0.857079], [-4.606919, -0.933461, 0.830479], [-5.083979, -0.793091, -0.594471], [-2.747829, 0.400599, 0.145689], [-2.572109, -1.603641, 0.305899], [-2.744789, -0.788431, 1.891309], [-5.080249, -0.047841, 1.254439], [-4.909019, -1.867641, 1.303889], [-6.026759, -0.972001, -0.622271], [-3.569379, 0.784379, -0.169541], [0.240661, -2.150271, 1.850399], [0.590741, -0.847661, 2.437759], [1.922801, -0.911111, 3.238079], [1.813301, 0.062969, 4.255719], [3.073301, 0.301109, 4.839999], [0.580591, 0.170169, 1.451329], [0.956311, -2.631511, 1.183799], [-0.595309, -2.010991, 1.164949], [-0.124759, -2.765571, 2.672579], [-0.231369, -0.668981, 3.130799], [2.829841, -0.781511, 2.647669], [1.940221, -1.831661, 3.821499], [3.935501, 0.393339, 4.179539], [3.386511, -0.605071, 5.358489], [3.101251, 1.051839, 5.629759], [1.450961, -0.048551, 0.987939], [0.708011, 0.928419, 2.106249]], "forces_ev_per_angstrom": [[1.40, 0.90, -1.11], [-0.23, -0.82, 0.06], [-0.12, 0.31, -0.27], [-0.17, -0.63, -0.06], [-0.32, 0.59, 0.26], [0.64, -0.19, 0.09], [0.11, -0.02, 0.23], [-0.03, -0.76, -0.01], [0.23, 0.84, 0.09], [0.23, -0.15, -1.01], [-2.95, 0.79, 1.53], [1.28, -0.62, -0.31], [0.64, -0.32, 0.33], [0.42, -0.12, 0.17], [-0.63, 0.01, -0.64], [0.44, -0.71, -0.09], [0.45, 0.61, -0.23], [0.60, 0.51, 0.68], [1.42, -3.70, 2.17], [3.21, 2.51, -0.82], [-3.47, -0.38, -3.64], [-2.44, 1.83, 2.69], [1.23, 0.22, 0.97], [0.08, 0.46, 0.51], [-1.15, -0.86, -0.91], [2.44, 3.53, -0.24], [-0.06, -0.86, -0.59], [-1.70, -2.19, 1.31], [-0.48, -1.39, -0.85], [-0.79, 1.03, 0.38], [0.92, 0.27, 0.45], [-0.90, -0.34, 0.42], [-0.23, 0.25, -0.91], [-0.14, -0.15, -0.53], [0.37, -0.49, -0.27], [0.19, 0.16, 0.16], [-0.21, -0.50, 0.06], [0.85, 0.40, -0.73], [-1.18, -0.41, 0.93], [1.07, 0.58, -0.13], [-0.03, -0.38, 0.50], [0.56, 0.36, -0.20], [-0.65, 0.33, 0.10], [0.34, -0.08, -0.08], [-0.75, 0.75, -0.01], [0.26, -0.59, -0.54], [-0.67, 1.33, -1.37], [-0.32, 0.45, -1.66], [1.01, -0.85, 1.15], [-0.59, -1.27, 0.85], [-0.26, -0.44, 0.20], [0.12, 0.18, 0.01], [0.30, -0.24, 0.93], [-0.33, 0.00, -0.15], [-0.04, 0.01, 0.19], [-0.03, 0.25, -0.11], [-0.98, -1.33, -0.77], [0.20, -1.20, 0.89], [-1.91, -0.22, 1.02], [1.06, 1.70, -0.10], [0.50, -1.26, 0.92], [0.53, 0.13, 0.78], [0.56, -0.14, 0.45], [-0.25, 0.11, 0.18], [0.31, -0.74, -0.26], [0.22, 0.40, 0.50], [-0.06, 0.01, -0.31], [0.39, -0.78, -0.46], [-0.36, 0.81, -0.75], [-0.12, -0.58, 0.48], [-0.56, 0.39, -0.51], [0.24, 1.16, -0.94], [0.31, 1.54, -1.06]], "mulliken_charge": [0.4861, -1.0196, 0.1069, -0.4358, 0.4141, 0.1323, 0.2481, -0.1339, 0.4018, -0.8312, -0.6211, -0.5097, 0.3998, -0.0436, 0.2468, 0.0724, 0.3103, 1.6915, -0.7375, -0.4050, -0.4618, -0.2770, -1.1590, 0.0956, -1.0075, -0.9825, 1.1409, -0.2959, -1.0301, -0.1689, -0.9688, 0.1950, 0.3614, 0.3861, 0.3619, 0.4694, 0.2898, 0.4030, -0.4648, 0.1079, -0.0183, 0.4538, 0.6591, 0.3781, 0.2886, 0.2697, 0.2593, -0.9143, -0.5416, 0.1981, -0.1854, 0.1632, 0.4342, 0.4217, 0.2770, 0.0767, -1.3101, 0.1769, -0.3448, -0.3193, -0.8594, 0.7991, 0.2848, -0.1438, 0.5158, 0.4599, -0.1218, 0.4471, 0.3030, 0.3521, 0.2829, -0.7114, 0.2018]}

***

multiplicity of number 2 (C16H46AgBN2O7)? 2

***

Which formula does entry 1 have? C39H33BMoN12O3PS